Density functional theory data (wB97M-V/def2-TZVPD) for one molecule with the formula C4H10O2.

Results
relative energy (zero: lowest compared OMol25 entry of this formula, charge and spin): 59.7 kJ/mol
molar mass: 90.122 Da
total energy: -8404.9283 eV
SMILES: CC(C)(O)CO
LUMO energy: 0.8 eV
HOMO level: -9.91 eV

Positions of all 16 atoms, in Å:
H: 1.982 0.749 -0.608
H: -1.714 0.903 0.889
H: -1.055 -1.557 0.676
C: -0.120 -1.069 0.972
H: 1.404 1.895 0.613
H: -0.383 1.098 -1.697
O: -0.811 1.249 0.889
H: -1.641 -1.359 -1.418
C: -0.389 0.117 -1.212
C: 1.449 0.837 0.346
H: 0.344 -0.525 -1.724
C: 0.021 0.280 0.261
H: 2.041 0.319 1.107
H: -0.146 -0.919 2.055
H: 0.714 -1.737 0.728
O: -1.703 -0.399 -1.353

These are the natural (NBO) partial charges, in e, on atoms 1 to 5: atom 1 (H): 0.208, atom 2 (H): 0.472, atom 3 (H): 0.203, atom 4 (C): -0.642, atom 5 (H): 0.236